Here is a cluster of 2 separate species, C9H14 in total from the Open Molecules 2025 dataset. Energies are from ωB97M-V/def2-TZVPD.

Output
Structure (SMILES): Cc1ccccc1.CC
Orbital gap (eV): 10.02
Lowest unoccupied orbital energy (eV): 1.017
Max |F| (Eh/bohr): 0.0199
ΔE to the lowest compared entry with this formula, charge and spin (kcal/mol): 9.8

```
! wB97M-V def2-TZVPD RIJCOSX def2/J DEFGRID3
* xyz 0 1
C 0.820 -0.052 -2.358
C 0.761 -0.029 -3.878
H 0.740 0.967 -1.970
H 0.003 -0.597 -1.891
H 1.789 -0.418 -2.019
H 1.273 -0.874 -4.351
H 1.186 0.886 -4.283
H -0.245 -0.192 -4.274
C -1.889 -1.599 2.029
C 1.025 1.544 1.496
C 1.283 0.239 1.076
C -0.290 1.841 1.814
C 0.352 -0.774 1.218
C -1.255 0.832 1.868
C -0.938 -0.506 1.689
H 1.847 2.226 1.648
H 2.244 -0.054 0.667
H -0.655 2.846 1.978
H 0.600 -1.761 0.894
H -2.237 1.124 2.224
H -1.451 -2.287 2.752
H -2.212 -2.161 1.153
H -2.749 -1.203 2.518
*
```

Mulliken atomic charge list, values in e, 8 entries:
1 C -0.63
2 C -1.02
3 H 0.26
4 H 0.27
5 H 0.25
6 H 0.30
7 H 0.28
8 H 0.29